Computed, not measured: C4H7PS as an isolated structure at a distorted geometry, with ωB97M-V with the def2-TZVPD basis set.

The geometry in XYZ format:
```
13
Properties=species:S:1:pos:R:3:mulliken_charge:R:1
C 0.036 -0.382 -0.672 -0.59
C 0.328 0.890 0.181 -0.02
C -0.908 1.321 0.311 -0.79
C -1.422 0.136 -0.522 0.22
P 3.477 -0.707 0.434 -0.06
S -2.603 -0.831 0.442 -0.26
H 0.530 -0.199 -1.610 0.23
H 0.371 -1.241 -0.105 0.36
H 2.321 -0.254 1.231 0.05
H -1.339 2.190 0.816 0.36
H -1.727 0.576 -1.445 0.34
H 4.497 -0.598 1.422 0.05
H -3.561 -0.900 -0.483 0.13
```

Properties
Highest occupied orbital energy (spin up / spin down) ... -8.7 / -8.9 eV
HOMO-LUMO gap (spin up / spin down) ... 7.54 / 8.36 eV
Energy relative to the best compared isomer or geometry (same formula, charge and spin) ... 509.37 kJ/mol
Total charge ... 0
E_tot ... -24379.1236 eV
LUMO (spin up / spin down) ... -0.04427 / -0.02109 hartree